1.
46
Properties=species:S:1:pos:R:3 method="wB97M-V/def2-TZVPD" smiles="CS(=O)(=O)N[C@@H]1CCCN(c2nc(C(N)=O)c(Nc3ccccn3)s2)C1" de_lowest_kcal_mol=69.7 e_homo_ev=-7.206 e_lumo_ev=0.329 e_tot_ev=-52630.6120
O 0.25275 -0.12730 4.04559
O 1.26012 -3.27828 0.70417
O -1.08835 -3.91495 0.39743
N -1.00629 -0.29760 0.55561
N 0.72145 4.22866 3.62261
S -0.15231 2.14657 -0.15261
C -0.37794 -0.42827 2.99135
C -0.91243 0.51536 -0.44405
C -0.42733 0.23961 1.65124
C 0.09096 1.51738 1.43342
C 1.12764 5.52169 3.58560
C 1.19208 3.31950 2.77564
C 2.19728 5.95303 2.73765
C 2.21924 3.62486 1.84485
C 2.73391 4.98577 1.80302
N -1.33543 -1.41863 3.15177
N 0.58384 2.13470 2.64028
N -1.29932 -0.01985 -1.66480
N 0.15610 -2.44977 -1.45797
C -0.82598 0.64210 -2.88997
C -0.85922 -0.46209 -4.02300
C -2.09303 -1.34960 -1.65500
C -0.62384 -2.02096 -3.68600
C 0.71525 -5.08654 -1.14439
C -1.04047 -2.35778 -2.22351
S 0.16583 -3.60184 -0.22719
H 0.68971 6.16428 4.21875
H 2.61556 6.97768 2.82302
H 2.53392 2.88915 1.15021
H 3.42873 5.32984 1.12196
H -1.23237 -1.90253 4.04612
H -1.65562 -1.98957 2.37248
H 0.48300 1.65348 3.53547
H 0.23835 -1.54364 -1.04107
H 0.28045 0.83554 -2.90079
H -1.36101 1.55965 -3.04457
H -1.79925 -0.26357 -4.51515
H -0.05953 -0.22491 -4.79192
H -2.47399 -1.62044 -0.70089
H -2.90375 -1.42501 -2.42268
H 0.35755 -2.43282 -3.85975
H -1.34365 -2.53706 -4.34998
H 1.56834 -4.76904 -1.81165
H 0.96863 -5.78662 -0.39117
H -0.09919 -5.60390 -1.68500
H -1.61042 -3.32629 -2.12511

2.
56
Properties=species:S:1:pos:R:3 method="wB97M-V/def2-TZVPD" de_lowest_kcal_mol=13.9 e_homo_ev=-11.268 e_lumo_ev=-4.179 e_tot_ev=-128935.2570 charge=+1
Ti 0.67542 0.00993 0.62959
I 0.58804 -2.82252 1.41575
C -0.42346 -3.22385 -0.37043
C -0.76490 -4.51659 -0.62073
C -1.48834 -4.81381 -1.79755
C -1.83701 -3.80733 -2.64714
C -1.47778 -2.46207 -2.37918
C -1.85435 -1.42516 -3.27163
C -1.49619 -0.13460 -3.03188
C -0.73214 0.18079 -1.88709
C -0.36746 -0.77426 -0.96080
C -0.74123 -2.13376 -1.21394
H -0.49157 -5.30959 0.06315
H -1.76107 -5.83924 -2.00961
H -2.39717 -4.02132 -3.55030
H -2.43169 -1.68371 -4.15213
H -1.77733 0.65205 -3.72061
H -0.45324 1.21704 -1.75953
C 0.44748 4.28173 0.05419
C 1.72779 4.56363 -0.41967
C 2.62611 3.54061 -0.62960
C 2.24922 2.22863 -0.37094
N 1.00868 1.97165 0.10498
C 0.13337 2.97816 0.31346
C 3.08758 1.03969 -0.58443
C 4.38030 1.13004 -1.07819
C 5.12150 -0.02323 -1.28245
C 4.55994 -1.26220 -1.00767
C 3.27117 -1.35254 -0.50345
C 2.51907 -0.20612 -0.26548
H -0.28142 5.05962 0.23040
H 2.01859 5.58676 -0.62337
H 3.61997 3.75225 -0.99518
H -0.83204 2.69633 0.70067
H 4.82363 2.08897 -1.31368
H 6.13240 0.04543 -1.66232
H 5.13113 -2.16631 -1.17961
H 2.87040 -2.33200 -0.29054
C -2.95853 -1.27001 2.84570
C -2.72946 -0.85316 1.41057
O -2.02690 0.39855 1.29193
C -2.85960 1.53269 1.59628
C -2.48124 2.22603 2.88867
H -3.43382 -2.25349 2.86570
H -3.61578 -0.57686 3.37278
H -2.01316 -1.33758 3.38738
H -3.67423 -0.77130 0.86756
H -2.12561 -1.58968 0.88700
H -3.89674 1.19810 1.64254
H -2.79945 2.21444 0.74516
H -2.45380 1.51789 3.71718
H -3.22679 2.98913 3.12362
H -1.50797 2.71477 2.83120
Se 0.55421 0.53943 3.09973
C 2.36848 0.36480 2.85601
N 3.49700 0.24314 2.63794

3.
33
Properties=species:S:1:pos:R:3 method="wB97M-V/def2-TZVPD" multiplicity=2 de_lowest_kcal_mol=0.0 e_homo_ev="-6.930 / -6.929" e_lumo_ev="-1.234 / -3.172" e_tot_ev=-272538.6569
Au 1.36805 -1.46111 -0.88210
S 4.06712 -3.19289 1.58955
Sb 4.13183 -3.55127 -0.62670
S 3.53143 -1.27824 -1.57599
S 1.68593 -3.69011 -1.26276
Br -3.03853 2.03295 -2.66478
C -1.60599 2.40494 -1.53764
C -1.53521 3.61453 -0.88233
C -0.45658 3.89690 -0.06520
Br -0.39979 5.58183 0.75094
C 0.59316 2.94451 0.17422
C 1.70130 3.20200 1.00092
C 2.64211 2.22413 1.17850
C 2.46025 0.98882 0.55504
N 1.42113 0.73054 -0.22540
C 0.51041 1.68720 -0.44214
C -0.56844 1.39359 -1.41530
O -0.56048 0.38692 -2.10065
H -2.31373 4.35083 -1.02028
H 1.80279 4.16460 1.48106
H 3.51170 2.38166 1.79947
H 3.17011 0.17951 0.68325
Br -4.50083 -3.87401 1.57287
C -2.93102 -3.08661 0.89754
C -1.83706 -2.89848 1.72614
C -0.70535 -2.32211 1.18146
N -0.63980 -1.93208 -0.09390
C -1.69369 -2.12659 -0.88539
C -2.86528 -2.70162 -0.43098
H -1.85061 -3.20452 2.76134
H 0.19127 -2.19209 1.77483
H -1.58800 -1.80667 -1.91307
H -3.69819 -2.84706 -1.10249